A cluster of 12 separate species, C56H82Br2NO26S5 in total at a distorted geometry. Source: the Open Molecules 2025 dataset; level of theory: wB97M-V/def2-TZVPD.

Element x y z (Å)
C -2.0163 -3.0239 -0.0169
C -1.7246 -1.5476 0.2645
C -1.5001 -1.3024 1.7385
C -0.7793 -0.0402 2.1570
C 0.6102 0.0686 1.5411
C 0.5582 -0.1963 -0.0179
N -0.3848 -1.2814 -0.3822
O -0.2540 -1.8160 -1.6582
C 1.9606 -0.7783 -0.4564
C 0.2695 1.1340 -0.7776
C -2.7886 -0.5289 -0.2275
H -2.6702 -3.0650 -0.8880
H -2.8424 -3.1031 0.6898
H -1.1940 -3.7370 0.0406
H -0.9215 -2.0706 2.2515
H -2.4124 -1.2912 2.3349
H -0.6306 -0.0323 3.2368
H -1.2825 0.8999 1.9310
H 1.1681 -0.6758 2.1092
H 1.0608 1.0325 1.7778
H 2.1547 -0.6559 -1.5220
H 2.1239 -1.8121 -0.1521
H 2.7208 -0.1953 0.0637
H -0.7916 1.3700 -0.6971
H 0.5862 0.9637 -1.8066
H 0.8024 2.0458 -0.5079
H -2.5451 -0.1479 -1.2193
H -2.8199 0.4672 0.2141
H -3.8181 -0.8863 -0.2456
Br -5.8609 5.9081 3.1283
C -4.8039 6.6588 4.6143
C -3.6205 7.3540 4.0324
Br -2.2805 5.9463 3.4933
H -4.6057 5.8383 5.3040
H -5.4935 7.3140 5.1465
H -3.2398 8.0592 4.7712
H -3.9080 7.8793 3.1216
O 1.1589 -0.0141 -6.2752
S 0.0319 0.4632 -7.0672
O -1.2291 -0.2657 -7.0208
O -0.1757 2.0740 -6.8253
C -1.4376 2.6896 -7.1290
C -1.3686 4.0690 -6.4185
C 0.5687 0.5888 -8.8701
H -2.3194 2.0767 -6.9424
H -1.6538 2.8879 -8.1788
H -2.0795 4.7284 -6.9164
H -0.4237 4.6108 -6.4588
H -1.6374 4.0000 -5.3645
H -0.3579 0.8452 -9.3836
H 1.1549 -0.3267 -8.9493
H 1.2727 1.4188 -8.9314
O 2.7508 -7.1670 4.0001
S 3.6149 -7.2926 2.8553
O 3.9248 -6.0649 2.1647
O 5.1436 -7.9459 3.2745
C 6.1431 -7.7116 2.2816
C 7.0590 -8.9600 2.2817
C 2.9610 -8.4437 1.5569
H 6.7562 -6.8596 2.5754
H 5.7804 -7.6179 1.2579
H 8.0757 -8.5709 2.3361
H 6.8939 -9.7797 1.5825
H 7.0192 -9.5064 3.2240
H 1.9741 -8.0213 1.3675
H 2.8149 -9.3737 2.1063
H 3.6542 -8.6002 0.7305
O 1.4220 3.2511 8.3270
S 2.7971 3.1748 8.7301
O 3.1765 3.3380 10.1144
O 3.5609 1.8819 8.0173
C 2.8806 0.6696 8.0500
C 2.8651 0.0415 9.5265
C 3.5754 4.4430 7.6584
H 3.4767 0.0099 7.4193
H 1.9083 0.7838 7.5708
H 2.5696 -0.9895 9.7209
H 2.3038 0.7354 10.1523
H 3.9153 -0.0082 9.8140
H 4.6553 4.4777 7.8024
H 3.1583 5.3659 8.0613
H 3.1981 4.3157 6.6437
O -9.0754 2.0978 -4.3914
S -8.2498 2.7574 -3.3129
O -6.9272 2.2606 -2.9143
O -8.1061 4.3763 -3.8097
C -7.1953 5.2624 -3.2170
C -8.1262 6.4029 -2.6500
C -9.2137 2.9758 -1.7755
H -6.5670 5.7278 -3.9763
H -6.4923 4.8071 -2.5194
H -8.8643 6.1277 -1.8966
H -8.7912 6.9072 -3.3511
H -7.4545 7.0505 -2.0865
H -8.5654 3.6186 -1.1801
H -9.5099 2.0130 -1.3591
H -10.0124 3.6598 -2.0625
O 1.9065 -6.9475 -3.8891
S 1.3059 -7.3585 -5.1903
O 2.0107 -8.2778 -6.0993
O -0.1757 -7.9435 -4.8255
C -0.2869 -9.1006 -4.0012
C -1.8431 -9.3322 -3.7591
C 0.6091 -5.9961 -6.2280
H 0.2628 -8.9217 -3.0771
H 0.1286 -9.9659 -4.5175
H -2.3470 -9.6854 -4.6587
H -2.2357 -8.3875 -3.3829
H -2.0161 -10.1513 -3.0610
H -0.2701 -6.3882 -6.7393
H 1.4903 -5.6369 -6.7595
H 0.3338 -5.2123 -5.5224
C 6.9226 -0.5353 -5.9188
C 7.4817 -1.1012 -7.0270
C 7.2635 -0.5613 -8.4298
O 7.7664 -0.9720 -9.4501
C 6.2362 0.5126 -8.3662
C 5.6960 1.0375 -7.2301
C 6.0283 0.5546 -5.9250
O 5.5465 1.1140 -4.9408
H 7.1578 -0.9944 -4.9699
H 8.2052 -1.9011 -6.9719
H 5.7424 0.9307 -9.2309
H 4.9285 1.7959 -7.1830
C 1.6210 8.4545 -2.6417
C 2.5598 8.3252 -3.6188
C 3.1707 9.5244 -4.2017
O 4.0929 9.4764 -4.9113
C 2.6000 10.6914 -3.7337
C 1.6458 10.7876 -2.7497
C 1.0776 9.6784 -2.0944
O 0.2855 9.7795 -1.1373
H 1.1865 7.5252 -2.3041
H 2.8590 7.3314 -3.9176
H 2.9503 11.6002 -4.2003
H 1.3019 11.7205 -2.3281
C 8.1122 5.3019 -0.3612
C 6.8195 5.0548 -0.0566
C 6.0243 6.0959 0.6644
O 4.9076 5.9227 1.0145
C 6.8521 7.2715 1.0550
C 8.1545 7.4743 0.6368
C 8.8941 6.5016 -0.2024
O 10.0416 6.5938 -0.6923
H 8.5553 4.6081 -1.0603
H 6.2780 4.1936 -0.4191
H 6.3661 8.0564 1.6155
H 8.6623 8.4010 0.8602
C -8.1236 -6.1282 2.0604
C -8.6397 -5.5597 0.8900
C -8.7666 -4.1262 0.6437
O -9.1161 -3.6215 -0.4169
C -8.2337 -3.3001 1.8030
C -7.9317 -3.8011 3.0321
C -7.8225 -5.3259 3.3354
O -7.7865 -5.7903 4.4676
H -7.9652 -7.1963 2.0804
H -8.8498 -6.2860 0.1188
H -7.8732 -2.2860 1.7134
H -7.4522 -3.0850 3.6830
C -3.9479 -4.0121 9.3276
C -3.3403 -3.9639 10.6213
C -2.1182 -4.6122 10.9812
O -1.7819 -4.5648 12.1604
C -1.4166 -5.2860 9.8678
C -1.7954 -5.1651 8.5894
C -3.0740 -4.3617 8.2215
O -3.3505 -4.1318 7.0533
H -4.9416 -3.6439 9.1195
H -3.9612 -3.5662 11.4104
H -0.5933 -5.8610 10.2655
H -1.1937 -5.4884 7.7529

LUMO energy, eV: -6.94
Total charge: +1
Molar mass, g/mol: 1505.396
HOMO level, eV: -11.6401